Entry from OMol25: 2 unconnected molecules or ions with the total composition C4H7NO3 (ωB97M-V with the def2-TZVPD basis set).

XYZ file:
```
15
Properties=species:S:1:pos:R:3:lowdin_charge:R:1
N 0.43917 1.85693 -0.87989 0.0541
C -0.52575 0.93451 -0.74799 -0.1875
C -0.50481 0.00699 0.29455 -0.1476
C -0.98663 -1.36908 0.07764 -0.3797
O -2.32909 -1.69125 0.18392 0.0127
C -0.11108 -2.34435 -0.13441 -0.0939
O 0.70700 -3.18044 -0.17578 0.1695
H 0.38298 2.50539 -1.65191 0.0879
H 1.39048 1.71788 -0.22188 0.1683
H -1.01208 0.63727 -1.68342 0.1230
H -0.59020 0.40588 1.31411 0.1102
H -2.79184 -1.35940 -0.59426 0.0978
O 2.31787 0.66433 1.15440 -0.1575
H 1.39718 0.02545 1.11207 0.1160
H 2.21679 1.18988 1.95284 0.0267
```

Calculated values
SMILES   N/C=C/C(O)=C=O.O
Max |F|   4.09 eV Å⁻¹
Kohn-Sham gap   0.3154 Ha
E_LUMO   0.32 eV
E_HOMO   -8.3 eV
Energy   -436.96595 a.u.